{"formula": "C42H57BrN9O8P2Pb", "method": "ωB97M-V/def2-TZVPD", "elements": ["Pb", "Br", "P", "P", "O", "O", "O", "O", "O", "O", "O", "O", "N", "N", "N", "N", "N", "N", "N", "N", "N", "C", "C", "C", "C", "C", "C", "C", "C", "C", "C", "C", "C", "C", "C", "C", "C", "C", "C", "C", "C", "C", "C", "C", "C", "C", "C", "C", "C", "C", "C", "C", "C", "C", "C", "C", "C", "C", "C", "C", "C", "C", "C", "H", "H", "H", "H", "H", "H", "H", "H", "H", "H", "H", "H", "H", "H", "H", "H", "H", "H", "H", "H", "H", "H", "H", "H", "H", "H", "H", "H", "H", "H", "H", "H", "H", "H", "H", "H", "H", "H", "H", "H", "H", "H", "H", "H", "H", "H", "H", "H", "H", "H", "H", "H", "H", "H", "H", "H", "H"], "xyz": [[-0.151, 0.164, 0.237], [0.681, -1.057, 3.092], [0.626, 2.493, -3.040], [-2.260, 2.343, -2.204], [-2.350, -3.292, -2.413], [1.096, 2.281, -1.656], [-1.690, 1.865, -0.932], [-1.602, -1.099, -0.928], [-3.404, 3.420, -2.071], [-2.840, 1.168, -3.070], [1.621, 3.467, -3.779], [0.486, 1.185, -3.902], [2.276, -1.315, -0.581], [0.314, 6.495, 1.543], [2.624, 0.948, 0.829], [-0.638, 4.528, 2.165], [0.933, 4.585, 0.409], [-3.009, -1.480, 0.893], [3.433, -0.890, -0.496], [-2.021, -1.058, 1.686], [-0.883, 2.081, 1.940], [-3.695, 1.378, -4.241], [-4.532, 3.157, -1.165], [1.297, 1.272, 8.196], [-0.791, 0.424, 7.375], [-3.911, -1.825, -1.334], [2.905, 2.065, 1.490], [1.231, -0.046, -3.586], [0.900, -3.166, -1.229], [0.193, 5.166, 1.368], [-4.981, 0.619, -4.003], [1.829, -5.133, -2.255], [-1.025, -0.616, 3.812], [1.803, 1.246, 6.904], [-0.286, 0.368, 6.072], [1.023, 0.799, 5.849], [3.613, 0.361, 0.170], [-3.631, -2.856, -2.233], [1.578, 4.093, -5.093], [-2.887, -1.025, -0.537], [0.736, -4.439, -1.761], [-5.984, -3.067, -2.767], [2.172, -2.611, -1.185], [3.279, -3.302, -1.679], [-6.284, -2.061, -1.862], [4.165, 2.648, 1.504], [-1.018, 3.243, -3.152], [-2.957, 0.903, -5.472], [-5.734, 3.840, -1.774], [-0.761, 3.233, 2.022], [2.529, -0.034, -4.363], [-0.007, 0.862, 8.429], [0.339, -1.210, -3.927], [4.908, 0.858, 0.120], [3.098, -4.561, -2.219], [5.185, 2.035, 0.796], [-1.203, -0.099, 5.027], [-2.152, -0.976, 2.951], [-5.245, -1.455, -1.176], [0.813, 5.400, -5.025], [1.078, 3.158, -6.173], [-4.668, -3.454, -2.948], [-4.183, 3.660, 0.219], [-3.938, -1.478, 1.298], [3.156, 0.813, -4.078], [0.031, -2.621, -0.876], [6.183, 2.453, 0.784], [4.334, 3.556, 2.067], [-3.501, 1.210, -6.366], [-4.022, 4.739, 0.198], [5.662, 0.314, -0.429], [0.029, 2.890, -6.033], [0.994, 5.971, -5.935], [-0.955, 4.234, -2.695], [-6.611, 3.676, -1.147], [-0.251, -4.879, -1.779], [0.865, -2.141, -3.715], [-6.769, -3.556, -3.330], [2.081, 2.512, 2.037], [-3.901, 2.450, -4.313], [-5.537, 1.027, -3.159], [1.700, -6.126, -2.666], [1.433, 0.807, 4.851], [1.578, 5.119, -0.146], [-3.105, -1.169, 3.446], [1.167, 3.660, -7.137], [3.083, -0.952, -4.163], [-3.286, 3.172, 0.599], [-2.368, -3.985, -3.081], [1.663, 2.241, -6.205], [0.845, 3.598, 0.174], [-0.417, 0.887, 9.430], [0.972, 7.047, 1.026], [-1.947, 1.313, -5.513], [1.440, -0.014, -2.515], [-0.161, 6.905, 2.328], [3.949, -5.108, -2.604], [-2.253, -0.011, 5.299], [-4.431, -4.250, -3.648], [1.148, 5.997, -4.177], [-4.761, -0.429, -3.792], [-5.946, 3.451, -2.770], [2.630, 4.312, -5.276], [0.098, -1.189, -4.992], [2.329, 0.015, -5.435], [1.913, 1.620, 9.015], [-1.811, 0.111, 7.560], [-1.323, 3.355, -4.194], [-3.260, 0.018, -0.562], [-5.470, -0.633, -0.500], [-5.009, 3.451, 0.900], [2.816, 1.578, 6.713], [-5.560, 4.914, -1.849], [-0.264, 5.242, -4.943], [4.259, -2.852, -1.629], [-0.584, -1.196, -3.347], [-4.689, 2.073, -1.143], [-2.881, -0.184, -5.470], [-5.613, 0.673, -4.891], [-7.307, -1.744, -1.705]], "forces_ev_per_angstrom": [[-0.415, 0.157, -0.436], [0.073, 0.045, 0.148], [0.070, 0.045, 0.051], [0.196, -0.008, -0.031], [-0.019, 0.103, 0.060], [0.056, 0.025, 0.129], [-0.206, -0.057, 0.151], [0.174, -0.045, -0.148], [-0.007, 0.104, 0.073], [-0.007, -0.074, -0.081], [-0.009, 0.149, 0.014], [-0.182, -0.105, 0.035], [-0.003, -0.203, 0.080], [-0.033, -0.053, 0.002], [0.100, -0.121, 0.092], [-0.108, 0.108, -0.019], [-0.050, -0.206, -0.081], [0.109, -0.254, -0.113], [0.126, 0.097, 0.016], [0.095, 0.166, 0.201], [-0.039, 0.126, 0.145], [-0.020, 0.065, 0.058], [0.017, -0.016, -0.024], [0.010, 0.007, -0.002], [0.017, -0.024, 0.009], [-0.018, 0.086, -0.079], [-0.060, 0.004, -0.014], [0.048, 0.125, 0.010], [0.046, -0.102, 0.013], [0.140, -0.100, -0.007], [0.017, -0.007, 0.005], [-0.018, -0.026, -0.013], [0.023, -0.087, 0.012], [0.007, -0.002, -0.001], [0.003, -0.046, 0.019], [0.001, 0.028, -0.012], [0.140, -0.023, -0.076], [0.027, -0.064, 0.043], [0.045, -0.070, 0.006], [-0.162, 0.011, 0.145], [0.005, 0.034, 0.028], [-0.009, 0.011, 0.025], [-0.085, 0.117, 0.090], [-0.029, -0.062, -0.067], [-0.005, -0.040, -0.014], [-0.025, 0.019, -0.011], [-0.035, -0.078, -0.020], [0.059, -0.045, 0.024], [-0.015, -0.002, -0.003], [0.141, -0.158, -0.028], [0.042, 0.007, 0.031], [-0.011, -0.007, -0.003], [-0.098, -0.007, -0.155], [-0.017, 0.059, 0.019], [0.026, 0.021, 0.001], [-0.002, -0.017, -0.014], [-0.082, 0.027, 0.004], [0.017, -0.034, -0.044], [0.011, 0.050, 0.012], [-0.013, 0.021, 0.013], [-0.031, 0.002, -0.050], [0.002, -0.004, -0.005], [-0.014, 0.021, 0.013], [-0.071, 0.049, -0.017], [-0.009, 0.011, -0.007], [-0.017, 0.035, -0.016], [-0.004, 0.001, 0.005], [0.007, -0.001, 0.001], [0.008, -0.013, 0.004], [0.001, -0.005, -0.010], [-0.001, -0.003, -0.001], [0.014, 0.014, 0.005], [-0.002, -0.003, -0.004], [0.047, 0.004, -0.070], [0.008, -0.001, -0.001], [-0.006, -0.001, -0.004], [-0.006, 0.010, -0.012], [0.002, 0.004, -0.002], [0.034, -0.031, 0.038], [0.017, -0.004, -0.017], [0.007, -0.006, 0.010], [-0.001, 0.007, 0.000], [-0.019, 0.004, -0.002], [-0.013, -0.013, -0.034], [-0.003, -0.008, -0.007], [0.007, -0.006, 0.002], [0.000, -0.001, 0.019], [-0.015, -0.020, -0.017], [0.025, -0.047, -0.042], [-0.003, -0.001, 0.006], [-0.078, 0.274, -0.079], [0.006, 0.000, -0.002], [0.012, 0.001, 0.002], [0.015, 0.023, -0.012], [-0.031, -0.020, -0.041], [-0.019, 0.010, -0.004], [-0.007, 0.000, -0.001], [0.003, 0.034, -0.009], [0.000, 0.008, 0.001], [0.001, -0.005, -0.009], [0.001, 0.004, -0.021], [0.003, 0.003, 0.003], [-0.003, 0.008, -0.016], [-0.024, 0.008, -0.038], [0.002, -0.019, 0.002], [-0.001, -0.002, -0.003], [0.003, 0.006, -0.002], [-0.016, 0.007, 0.018], [0.023, -0.002, 0.015], [0.019, -0.004, -0.002], [0.010, 0.008, 0.000], [-0.003, 0.002, 0.007], [0.006, -0.003, 0.005], [0.017, -0.006, 0.002], [0.001, 0.003, 0.001], [-0.027, 0.014, 0.091], [0.017, 0.000, 0.015], [0.045, -0.040, 0.017], [0.002, 0.017, 0.002], [0.004, 0.000, 0.000]], "largest_force_ev_per_a": 0.62, "charge": 1, "e_lumo_ev": -2.78, "homo_lumo_gap_ev": 6.825, "e_homo_ev": -9.6}